P | Here is a cluster of 5 separate species, C2H16N2O4 in total from the OMol25 dataset. Energies are from ωB97M-V/def2-TZVPD.

## Properties
Structure (SMILES) = CNCN.O.O.O.O
HOMO = -9.02 eV
Gap between HOMO and LUMO = 9.39 eV

The geometry in ORCA input format:
```
! wB97M-V def2-TZVPD RIJCOSX def2/J DEFGRID3
* xyz 0 1
C -0.3685 0.7782 2.4609
N 0.4128 0.3581 1.2040
C 0.5552 -1.1135 1.2511
N 0.6576 -1.7118 -0.0898
H -1.4243 0.9118 2.2567
H -0.2529 0.2198 3.3674
H -0.0116 1.7855 2.5885
H -0.2072 0.6697 0.4628
H -0.0778 -1.7216 1.8850
H 1.5870 -1.3242 1.7216
H 0.0656 -1.3578 -0.8250
H 1.6025 -1.8706 -0.3877
O -1.2847 -0.0911 -1.7572
H -1.3973 -0.9640 -2.1647
H -1.5738 0.4617 -2.4959
O -3.3305 -2.0503 -0.7580
H -3.2117 -1.4387 -0.0293
H -3.4737 -2.9350 -0.4092
O 0.3545 3.5751 -1.2819
H 0.4925 2.7216 -1.6985
H 0.3846 3.4745 -0.3291
O 3.3932 0.2403 -0.3803
H 2.5614 0.3941 0.0897
H 3.4326 -0.7140 -0.4874
*
```

***

Q | Here is a cluster of 5 separate species, C2H16N2O4 in total from the OMol25 dataset. Energies are from ωB97M-V/def2-TZVPD.

## Properties
Structure (SMILES) = NCCN.O.O.O.O
HOMO = -9.33 eV
Gap between HOMO and LUMO = 10.02 eV

The geometry in ORCA input format:
```
! wB97M-V def2-TZVPD RIJCOSX def2/J DEFGRID3
* xyz 0 1
N 0.6804 1.0073 -0.8664
C -0.6054 1.3719 -1.3945
C -1.6361 0.1985 -1.3336
N -1.8302 -0.4455 0.0079
H 0.5708 0.4152 -0.1009
H 1.1434 1.7612 -0.4416
H -0.5755 1.7478 -2.5248
H -1.1740 2.1747 -0.7836
H -2.6127 0.5590 -1.7033
H -1.1767 -0.5785 -1.9267
H -1.4069 0.1358 0.7276
H -2.8191 -0.3667 0.2263
O 1.4736 2.4860 1.9836
H 2.3256 2.8101 1.8323
H 1.5776 1.5560 2.1897
O 0.8855 0.0627 2.6149
H 0.7896 -0.2643 3.4711
H 0.7763 -0.7319 1.8944
O 0.7902 -2.2599 1.2898
H 1.5406 -2.6703 1.0795
H 0.2967 -2.3455 0.4106
O 0.5506 -2.3538 -1.9153
H 0.5141 -2.6886 -2.7810
H -0.0784 -1.5811 -1.9561
*
```

***

So which one is most stable? That would be Q, about 0.0023 hartree below the next structure.

***

P | Here is an isolated molecule of C2H3BrO2 from the OMol25 dataset. Energies are from ωB97M-V/def2-TZVPD.

## Properties
Structure (SMILES) = BrCC1OO1
HOMO = -10.54 eV
Gap between HOMO and LUMO = 11.14 eV

The geometry in ORCA input format:
```
! wB97M-V def2-TZVPD RIJCOSX def2/J DEFGRID3
* xyz 0 1
Br 1.0808 -0.0863 -1.9120
C -0.1199 -0.2100 -0.4034
C 0.3184 0.6729 0.6935
O -0.1206 0.4843 1.9458
O 1.1992 0.2246 1.5509
H -1.3537 0.1452 -0.6361
H -0.2421 -1.3007 -0.4386
H 0.1581 1.6753 0.3525
*
```

***

Q | Here is an isolated molecule of C2H3BrO2 from the OMol25 dataset. Energies are from ωB97M-V/def2-TZVPD.

## Properties
HOMO (spin up / spin down) = -9.37 / -9.37 eV
Gap between HOMO and LUMO (spin up / spin down) = 8.89 / 8.89 eV

The geometry in ORCA input format:
```
! wB97M-V def2-TZVPD RIJCOSX def2/J DEFGRID3
* xyz 0 1
C -0.2900 -0.4488 -0.1513
C 0.3489 0.7933 0.3587
O 0.3240 -1.5184 -0.0958
O -0.4053 -2.4726 -0.5143
Br -0.0769 2.3120 -0.7952
H -1.3022 -0.4182 -0.5445
H 1.4346 0.6962 0.3955
H -0.0332 1.0566 1.3469
*
```

***

So which one is most stable? That would be P, about 0.0090 hartree below the next structure.

***

P | Here is an isolated molecule of CH2O2 from the OMol25 dataset. Energies are from ωB97M-V/def2-TZVPD.

## Properties
Structure (SMILES) = O=CO
HOMO = -10.93 eV
Gap between HOMO and LUMO = 11.49 eV

The geometry in ORCA input format:
```
! wB97M-V def2-TZVPD RIJCOSX def2/J DEFGRID3
* xyz 0 1
O 0.7138 -0.0130 -1.3819
C 0.2991 -0.1294 -0.2829
O -0.8520 0.4166 0.0822
H 0.8450 -0.5960 0.5537
H -1.0061 0.3218 1.0289
*
```

***

Q | Here is an isolated molecule of CH2O2 from the OMol25 dataset. Energies are from ωB97M-V/def2-TZVPD.

## Properties
Structure (SMILES) = C1OO1
HOMO = -10.30 eV
Gap between HOMO and LUMO = 11.26 eV

The geometry in ORCA input format:
```
! wB97M-V def2-TZVPD RIJCOSX def2/J DEFGRID3
* xyz 0 1
C 0.3534 -0.2110 0.0849
O 1.6801 -0.3961 0.4814
O 0.8904 -1.5803 0.3948
H -0.4317 0.1436 0.8374
H 0.0030 0.1879 -0.9380
*
```

***

So which one is most stable? That would be P, about 0.1605 hartree below the next structure.

***

P | Here is a cluster of 2 separate species, H6NO in total from the OMol25 dataset. Energies are from ωB97M-V/def2-TZVPD.

## Properties
HOMO = -17.48 eV
Gap between HOMO and LUMO = 13.39 eV

The geometry in ORCA input format:
```
! wB97M-V def2-TZVPD RIJCOSX def2/J DEFGRID3
* xyz 1 1
O -0.6474 -1.0186 0.5013
H -0.8840 -1.6611 -0.2055
H -1.0471 -1.3916 1.3194
N 0.5158 0.8143 -0.3230
H 1.4512 1.2247 -0.5079
H 0.0017 1.4135 0.3509
H 0.6280 -0.1374 0.0759
H -0.0182 0.7560 -1.2111
*
```

***

Q | Here is a cluster of 2 separate species, H6NO in total from the OMol25 dataset. Energies are from ωB97M-V/def2-TZVPD.

## Properties
HOMO = -13.71 eV
Gap between HOMO and LUMO = 8.99 eV

The geometry in ORCA input format:
```
! wB97M-V def2-TZVPD RIJCOSX def2/J DEFGRID3
* xyz 1 1
O 3.4387 1.2720 -1.5928
H 4.3145 1.6192 -1.3087
H 3.6231 0.7892 -2.4302
N -2.2754 -0.7361 1.0663
H -2.9351 0.0210 0.8032
H -2.5796 -1.6276 0.6303
H -2.2640 -0.8420 2.0988
H -1.3222 -0.4957 0.7331
*
```

***

So which one is most stable? That would be P, about 0.0120 hartree below the next structure.

***

P | Here is the ion C5H4N with charge +1 from the OMol25 dataset. Energies are from ωB97M-V/def2-TZVPD.

## Properties
HOMO (spin up / spin down) = -14.69 / -15.61 eV
Gap between HOMO and LUMO (spin up / spin down) = 8.44 / 6.69 eV

The geometry in ORCA input format:
```
! wB97M-V def2-TZVPD RIJCOSX def2/J DEFGRID3
* xyz 1 3
C -1.7872 1.9429 -3.2374
C -1.7785 1.3610 -2.1411
C 0.3513 -0.8156 0.1985
C -0.4808 0.0418 -0.4694
C 0.9748 -0.4694 1.4984
N -1.2444 0.6918 -1.2369
H 0.5265 -1.8373 -0.1805
H 1.6549 -1.2228 1.9398
H 0.2432 -0.0686 2.2329
H 1.5403 0.3763 1.3958
*
```

***

Q | Here is the ion C5H4N with charge +1 from the OMol25 dataset. Energies are from ωB97M-V/def2-TZVPD.

## Properties
HOMO (spin up / spin down) = -13.95 / -14.83 eV
Gap between HOMO and LUMO (spin up / spin down) = 9.29 / 7.30 eV

The geometry in ORCA input format:
```
! wB97M-V def2-TZVPD RIJCOSX def2/J DEFGRID3
* xyz 1 3
C -3.0627 0.3893 -0.6513
C -2.0445 0.2651 0.0982
C 0.9423 0.3038 -0.0662
C 1.7893 0.5658 -0.9730
C 0.2340 0.4468 1.0152
N -1.0411 0.5813 0.7525
H -3.8569 -0.0595 -1.3464
H 2.5766 0.1530 -1.4905
H 1.9062 1.3520 -1.7600
H 0.7980 0.4133 2.0199
*
```

***

So which one is most stable? That would be Q, about 0.0347 hartree below the next structure.

***

P | Here is an isolated molecule of BH3O from the OMol25 dataset. Energies are from ωB97M-V/def2-TZVPD.

## Properties
Structure (SMILES) = BO
HOMO = -10.77 eV
Gap between HOMO and LUMO = 11.28 eV

The geometry in ORCA input format:
```
! wB97M-V def2-TZVPD RIJCOSX def2/J DEFGRID3
* xyz 0 1
B -0.3282 0.2494 0.0064
O 0.9449 -0.1414 0.1784
H -1.2894 -0.4396 -0.2515
H -0.5726 1.4860 0.0500
H 1.2453 -1.1544 0.0167
*
```

***

Q | Here is a cluster of 2 separate species, BH3O in total from the OMol25 dataset. Energies are from ωB97M-V/def2-TZVPD.

## Properties
HOMO (spin up / spin down) = -10.28 / -8.30 eV
Gap between HOMO and LUMO (spin up / spin down) = 9.00 / 6.72 eV

The geometry in ORCA input format:
```
! wB97M-V def2-TZVPD RIJCOSX def2/J DEFGRID3
* xyz 0 1
B -0.9804 -0.3561 0.0011
O 1.8131 0.0531 -0.0686
H -1.1948 -0.9006 -1.0490
H -1.0614 0.3946 0.8295
H 1.4235 0.8089 0.2870
*
```

***

So which one is most stable? That would be P, about 0.2248 hartree below the next structure.

***

P | Here is a cluster of 2 separate species, CHBrClNO2 in total from the OMol25 dataset. Energies are from ωB97M-V/def2-TZVPD.

## Properties
HOMO (spin up / spin down) = -10.22 / -8.85 eV
Gap between HOMO and LUMO (spin up / spin down) = 9.40 / 7.52 eV

The geometry in ORCA input format:
```
! wB97M-V def2-TZVPD RIJCOSX def2/J DEFGRID3
* xyz 0 1
C -1.0101 -0.8215 -0.0218
N 1.1404 1.3018 -0.2659
O 2.2053 0.7953 -0.3502
O 0.6241 2.2346 0.2910
Cl -1.2774 -0.7230 1.6590
Br 0.1834 -2.2004 -0.6789
H -1.8657 -0.5867 -0.6332
*
```

***

Q | Here is an isolated molecule of CHBrClNO2 from the OMol25 dataset. Energies are from ωB97M-V/def2-TZVPD.

## Properties
Structure (SMILES) = O=[N+]([O-])[C@H](Cl)Br
HOMO = -10.92 eV
Gap between HOMO and LUMO = 10.39 eV

The geometry in ORCA input format:
```
! wB97M-V def2-TZVPD RIJCOSX def2/J DEFGRID3
* xyz 0 1
O 0.4439 0.3431 -1.7618
N -0.0534 0.6138 -0.7228
O -0.5390 1.6484 -0.4816
C 0.0476 -0.4325 0.3204
Cl -1.1033 -1.7597 0.3901
Br 0.1398 0.6214 2.0421
H 1.0645 -1.0344 0.2136
*
```

***

So which one is most stable? That would be Q, about 0.0554 hartree below the next structure.

***

P | Here is a structure of composition C18H18N2O5S from the OMol25 dataset. Energies are from ωB97M-V/def2-TZVPD.

## Properties
HOMO = -7.88 eV
Gap between HOMO and LUMO = 6.49 eV

The geometry in ORCA input format:
```
! wB97M-V def2-TZVPD RIJCOSX def2/J DEFGRID3
* xyz 0 1
O -1.5204 2.7563 1.5035
C -1.5443 1.7506 0.9523
N -2.5489 1.1460 0.1150
C -3.6894 1.7148 -0.1122
C -4.0459 3.1087 0.3993
C -5.3113 3.3767 0.1220
C -6.0973 2.5435 -0.5991
C -5.6251 1.4404 -1.3821
C -4.3746 0.9077 -1.0309
H -4.1499 -0.0274 -1.3134
O -6.6251 0.6607 -2.2239
C -7.5983 1.7131 -2.2254
O -7.3482 3.0559 -1.2386
H -8.6694 1.1813 -1.7524
H -7.8523 2.1647 -3.2033
H -5.6760 4.2355 0.4975
H -3.4937 3.5384 1.1615
H -2.1989 0.1876 -0.0844
C -0.2915 0.8157 0.9873
C 1.0175 1.3012 1.2702
C 2.2615 0.7148 1.3402
C 2.1201 -0.9194 1.4999
C 0.8244 -1.4537 1.3349
C -0.3061 -0.7586 1.2988
H -1.1852 -1.0224 0.9189
H 0.7408 -2.3928 1.4396
S 3.5932 -1.5524 1.7694
O 3.1696 -3.1225 1.6428
O 4.4502 -1.1497 2.7345
N 4.2092 -1.3899 0.1925
C 5.7044 -1.2669 -0.0225
H 6.0428 -0.3319 -0.6495
H 6.0174 -1.0146 1.0731
C 6.2602 -2.4890 -0.3420
H 6.2211 -3.2887 0.4299
H 7.1496 -2.6593 -0.9651
C 5.2083 -2.7806 -1.6124
H 4.9907 -4.1679 -1.5381
H 5.4254 -2.4428 -2.4494
C 3.9263 -2.5157 -0.9336
H 3.1501 -1.8451 -1.5219
H 3.2915 -3.3664 -0.3355
H 3.2437 1.0909 1.5359
H 1.1338 2.5532 1.3169
*
```

***

Q | Here is an isolated molecule of C18H18N2O5S from the OMol25 dataset. Energies are from ωB97M-V/def2-TZVPD.

## Properties
Structure (SMILES) = CCCOc1ccc(S(=O)(=O)NNC(=O)c2cc3ccccc3o2)cc1
HOMO = -8.79 eV
Gap between HOMO and LUMO = 8.90 eV

The geometry in ORCA input format:
```
! wB97M-V def2-TZVPD RIJCOSX def2/J DEFGRID3
* xyz 0 1
C 5.1136 -3.2554 -3.7045
C 3.9213 -4.1811 -3.4970
C 3.7877 -4.5948 -2.0293
O 3.5288 -3.4977 -1.1721
C 2.2914 -2.9636 -1.0980
C 2.1749 -1.8438 -0.2622
C 0.9585 -1.2228 -0.0830
C -0.1519 -1.7187 -0.7442
S -1.7424 -0.9488 -0.5183
O -1.9697 -0.5958 0.8546
O -2.7424 -1.7354 -1.1749
N -1.6471 0.5619 -1.4026
N -2.0102 1.6231 -0.5827
C -1.1591 1.9999 0.4219
O 0.0192 1.6914 0.4089
C -1.7630 2.8694 1.4308
C -1.1845 3.4403 2.5278
C -2.2212 4.1431 3.2030
C -2.2977 4.9194 4.3599
C -3.5194 5.4516 4.7041
C -4.6583 5.2279 3.9251
C -4.6111 4.4650 2.7763
C -3.3812 3.9271 2.4278
O -3.0958 3.1556 1.3558
C -0.0612 -2.8158 -1.5752
C 1.1586 -3.4427 -1.7586
H 5.1673 -2.9304 -4.7404
H 6.0408 -3.7653 -3.4532
H 5.0207 -2.3780 -3.0693
H 4.0378 -5.0845 -4.0981
H 3.0095 -3.6735 -3.8171
H 3.0217 -5.3696 -1.9075
H 4.7416 -4.9938 -1.6731
H 3.0612 -1.4880 0.2378
H 0.8590 -0.3546 0.5500
H -0.6819 0.7027 -1.6899
H -3.0073 1.6888 -0.4270
H -0.1541 3.3601 2.8060
H -1.4191 5.0918 4.9618
H -3.6074 6.0558 5.5946
H -5.5974 5.6630 4.2319
H -5.4861 4.2877 2.1722
H -0.9545 -3.1696 -2.0643
H 1.2102 -4.3019 -2.4076
*
```

***

So which one is most stable? That would be Q, about 0.5220 hartree below the next structure.